1.
Here is 2 unconnected molecules or ions with the total composition C6H15NO2 from the Open Molecules 2025 dataset. Energies are from wB97M-V/def2-TZVPD.

XYZ file:
```
24
Properties=species:S:1:pos:R:3:nbo_charge:R:1
C 1.148 -5.371 4.084 -0.72
C 1.154 -4.576 2.797 0.67
N 0.329 -3.487 2.794 -0.84
O 1.839 -4.873 1.827 -0.62
H 1.841 -6.224 3.986 0.24
H 0.139 -5.761 4.301 0.23
H 1.474 -4.748 4.933 0.23
H -0.242 -3.241 3.606 0.39
H 0.292 -2.911 1.950 0.41
C -2.247 -1.355 -2.277 -0.61
C -1.399 -2.539 -1.820 -0.41
C 0.085 -2.229 -1.828 -0.06
O 0.341 -1.190 -0.896 -0.55
C 1.709 -0.846 -0.875 -0.25
H -2.081 -0.491 -1.612 0.22
H -3.319 -1.613 -2.257 0.21
H -1.974 -1.065 -3.305 0.20
H -1.685 -2.840 -0.793 0.20
H -1.568 -3.409 -2.484 0.20
H 0.676 -3.126 -1.557 0.17
H 0.406 -1.909 -2.838 0.16
H 2.339 -1.702 -0.581 0.17
H 2.050 -0.479 -1.858 0.17
H 1.843 -0.040 -0.134 0.19
```

- Largest force on an atom: 0.9 eV/Å
- Gap between HOMO and LUMO: 10.638 eV
- LUMO: 0.83 eV
- Structure (SMILES): CC(N)=O.CCCOC
- Calculated total energy: -12050.4306 eV
- Relative energy (zero: lowest compared OMol25 entry of this formula, charge and spin): 22.6 kcal per mole

=====

2.
Here is 2 unconnected molecules or ions with the total composition C6H15NO2 in a non-equilibrium geometry from the Open Molecules 2025 dataset. Energies are from wB97M-V/def2-TZVPD.

XYZ file:
```
24
Properties=species:S:1:pos:R:3:nbo_charge:R:1
C 0.389 -1.921 1.044 -0.62
C -0.842 -1.026 0.912 0.13
C -1.654 -1.047 2.224 -0.62
O -1.639 -1.483 -0.162 -0.71
C -0.464 0.431 0.672 0.45
O -1.234 1.178 0.071 -0.58
H 0.969 -1.926 0.123 0.23
H 0.068 -2.944 1.243 0.23
H 1.022 -1.575 1.857 0.21
H -1.949 -2.076 2.434 0.23
H -1.065 -0.671 3.059 0.21
H -2.553 -0.441 2.120 0.22
H -2.075 -0.701 -0.536 0.49
H 0.279 0.830 1.381 0.14
C 1.193 0.184 -1.717 -0.70
C 1.520 1.837 -1.346 -0.18
N 0.455 2.711 -1.617 -0.85
H 2.036 -0.421 -1.393 0.20
H 1.284 0.261 -2.801 0.20
H 0.228 -0.315 -1.653 0.22
H 2.416 2.102 -1.909 0.19
H 1.745 1.829 -0.277 0.17
H 0.266 2.783 -2.611 0.35
H -0.397 2.402 -1.116 0.39
```

- Largest force on an atom: 3.6 eV/Å
- Gap between HOMO and LUMO: 9.201 eV
- LUMO: 0.55 eV
- Structure (SMILES): CC(C)(O)C=O.CCN
- Calculated total energy: -12049.0842 eV
- Relative energy (zero: lowest compared OMol25 entry of this formula, charge and spin): 53.7 kcal per mole

=====

3.
Here is 3 unconnected molecules or ions with the total composition C6H15NO2 in a non-equilibrium geometry from the Open Molecules 2025 dataset. Energies are from wB97M-V/def2-TZVPD.

XYZ file:
```
24
Properties=species:S:1:pos:R:3:nbo_charge:R:1
C -1.060 -0.657 -0.782 -0.73
C -0.291 0.435 -0.143 0.26
C -0.683 1.740 -0.180 0.08
N -1.791 2.200 -0.899 -0.64
C 0.972 0.063 0.543 -0.52
C 0.704 -0.568 1.872 -0.21
C 1.431 -0.301 2.951 -0.32
H -2.096 -0.454 -0.930 0.23
H -0.669 -0.820 -1.805 0.31
H -0.998 -1.634 -0.153 0.28
H -0.088 2.565 0.333 0.25
H -2.535 1.561 -1.043 0.41
H -2.145 3.084 -0.584 0.43
H 1.625 0.920 0.665 0.24
H 1.610 -0.624 -0.118 0.25
H -0.098 -1.307 1.855 0.22
H 1.236 -0.790 3.911 0.23
H 2.232 0.404 3.033 0.21
H 0.738 1.250 -2.668 0.46
H -0.697 1.656 -2.814 0.45
O -0.018 1.237 -3.271 -0.91
H 0.582 -2.678 -0.214 0.44
H 1.457 -3.818 0.139 0.48
O 0.580 -3.465 0.302 -0.92
```

- Largest force on an atom: 4.1 eV/Å
- Gap between HOMO and LUMO (alpha / beta): 10.018 / 6.054 eV
- Total charge: +1
- LUMO (alpha / beta): -3.72 / -7.64 eV
- Calculated total energy: -12041.0944 eV
- Relative energy (zero: lowest compared OMol25 entry of this formula, charge and spin): 19.8 kcal per mole
- Spin multiplicity: 2